{"formula": "C5H9N4O3PS", "method": "ωB97M-V/def2-TZVPD", "energy_ev": -37555.9139, "e_lumo_ev": -1.372, "homo_energy_ev": -8.95, "gap_ev": 7.580, "species": ["C", "C", "O", "C", "C", "N", "N", "C", "P", "O", "O", "S", "N", "N", "H", "H", "H", "H", "H", "H", "H", "H", "H"], "coordinates": [[-1.765, 1.667, 1.784], [-1.993, 0.443, 2.732], [-1.403, -0.778, 2.291], [-1.786, -1.116, 0.970], [-0.519, -0.931, 0.048], [0.662, -1.301, 0.614], [1.718, -1.125, -0.142], [1.453, -0.652, -1.386], [2.978, -0.444, -2.497], [3.809, 0.925, -1.993], [2.519, -0.288, -4.106], [4.038, -2.065, -2.245], [0.278, -0.295, -1.960], [-0.775, -0.419, -1.183], [-0.701, 1.848, 1.522], [-2.351, 1.603, 0.831], [-2.181, 2.561, 2.315], [-3.078, 0.316, 2.993], [-1.492, 0.698, 3.699], [-2.662, -0.557, 0.581], [-2.024, -2.208, 0.910], [3.180, 1.534, -1.579], [2.096, 0.583, -4.197]]}

=====

{"formula": "C23H30HgNP", "method": "ωB97M-V/def2-TZVPD", "energy_ev": -39284.1445, "e_lumo_ev": [0.080, 0.045], "homo_energy_ev": [-5.76, -5.60], "de_lowest_kj_mol": 433.11, "gap_ev": [5.837, 5.642], "species": ["C", "C", "C", "C", "C", "C", "C", "C", "N", "Hg", "C", "P", "H", "H", "H", "H", "H", "H", "H", "H", "C", "C", "H", "C", "C", "H", "H", "H", "H", "H", "H", "H", "H", "H", "H", "H", "H", "H", "H", "C", "C", "C", "C", "C", "C", "C", "C", "C", "C", "H", "H", "H", "H", "H", "H", "H"], "coordinates": [[4.514, -1.440, 0.191], [4.009, -0.134, 0.249], [2.619, 0.098, 0.287], [1.704, -0.982, 0.269], [2.237, -2.296, 0.171], [3.626, -2.523, 0.140], [2.077, 1.510, 0.340], [1.204, 1.977, -0.849], [0.316, 0.952, -1.506], [-0.395, -0.684, -0.058], [1.246, -3.432, -0.006], [-0.045, -2.759, -1.169], [4.701, 0.718, 0.264], [4.014, -3.546, 0.064], [5.596, -1.612, 0.167], [0.719, -3.660, 0.940], [1.709, -4.364, -0.380], [1.474, 1.607, 1.255], [2.906, 2.236, 0.425], [0.550, 2.788, -0.494], [-1.448, -3.951, -1.122], [0.718, -3.093, -2.823], [1.842, 2.405, -1.647], [1.064, 0.321, -2.620], [-0.876, 1.639, -2.062], [-0.868, -1.680, 1.053], [1.330, 1.080, -3.384], [1.981, -0.139, -2.226], [0.431, -0.450, -3.082], [-0.565, 2.279, -2.901], [-1.627, 0.900, -2.411], [-1.316, 2.276, -1.281], [0.912, -4.174, -2.942], [0.049, -2.754, -3.632], [1.672, -2.547, -2.891], [-1.143, -4.953, -1.472], [-1.818, -4.013, -0.086], [-2.266, -3.572, -1.758], [-1.990, -0.517, -0.439], [-4.425, 3.356, 1.701], [-4.226, 2.603, 0.550], [-3.107, 1.776, 0.428], [-2.144, 1.685, 1.461], [-0.994, 0.829, 1.403], [-0.215, 0.701, 2.567], [-0.450, 1.467, 3.703], [-1.516, 2.350, 3.738], [-2.381, 2.452, 2.645], [-3.509, 3.283, 2.745], [-5.300, 3.987, 1.790], [-4.949, 2.651, -0.255], [-3.045, 1.223, -0.486], [0.599, -0.009, 2.583], [0.190, 1.356, 4.569], [-1.694, 2.921, 4.643], [-3.695, 3.859, 3.644]]}

=====

{"formula": "C24H24F24O5", "method": "ωB97M-V/def2-TZVPD", "energy_ev": -100728.2022, "e_lumo_ev": 0.381, "homo_energy_ev": -9.72, "gap_ev": 10.098, "species": ["C", "C", "C", "C", "C", "C", "C", "C", "O", "C", "O", "H", "H", "H", "H", "H", "H", "H", "H", "H", "H", "H", "H", "C", "C", "C", "F", "F", "F", "F", "O", "C", "C", "F", "F", "F", "F", "H", "H", "H", "H", "C", "C", "C", "F", "F", "F", "F", "O", "C", "C", "F", "F", "F", "F", "H", "H", "H", "H", "C", "C", "C", "F", "F", "F", "F", "O", "C", "C", "F", "F", "F", "F", "H", "H", "H", "H"], "coordinates": [[0.076, -1.024, 1.884], [0.039, -0.521, 0.655], [-0.115, 0.520, -0.564], [1.259, 1.249, -1.005], [2.429, 1.249, 0.107], [2.224, 2.290, 1.326], [2.512, 3.869, 1.100], [0.997, 4.279, 0.622], [0.040, 3.291, 1.162], [0.793, 2.427, 2.051], [0.361, 1.899, 3.140], [0.178, -1.400, 2.977], [-0.463, -0.110, -1.478], [-0.927, 1.321, -0.401], [1.677, 0.654, -1.921], [1.045, 2.317, -1.424], [2.687, 0.186, 0.513], [3.401, 1.590, -0.447], [3.042, 1.949, 2.074], [3.393, 4.182, 0.430], [2.521, 4.280, 2.183], [1.058, 4.311, -0.545], [0.636, 5.333, 0.932], [-3.840, -3.060, 1.505], [-3.597, -2.479, 0.098], [-3.913, -0.993, -0.073], [-5.190, -0.685, 0.215], [-3.710, -0.613, -1.363], [-4.264, -3.236, -0.812], [-2.271, -2.652, -0.181], [-5.096, -3.717, 1.740], [-6.204, -2.886, 2.042], [-7.267, -2.875, 0.934], [-6.747, -2.548, -0.269], [-8.233, -1.961, 1.202], [-5.756, -1.654, 2.364], [-6.748, -3.389, 3.178], [-3.100, -3.857, 1.633], [-3.607, -2.340, 2.295], [-3.261, -0.382, 0.558], [-7.737, -3.856, 0.840], [5.471, 1.646, 4.448], [6.352, 1.723, 5.711], [6.549, 3.119, 6.306], [7.100, 3.990, 5.443], [7.382, 3.062, 7.376], [7.541, 1.124, 5.452], [5.750, 0.950, 6.664], [6.138, 1.650, 3.176], [6.524, 2.912, 2.660], [8.047, 3.107, 2.620], [8.621, 2.894, 3.823], [8.361, 4.376, 2.257], [5.881, 3.882, 3.344], [6.032, 2.965, 1.397], [4.980, 0.668, 4.483], [4.647, 2.367, 4.474], [5.596, 3.531, 6.650], [8.505, 2.420, 1.904], [-2.241, -3.773, -5.922], [-3.387, -3.937, -6.940], [-3.536, -2.812, -7.967], [-3.738, -1.606, -7.408], [-4.606, -3.045, -8.770], [-4.545, -4.148, -6.267], [-3.145, -5.093, -7.629], [-2.569, -3.203, -4.645], [-2.645, -1.789, -4.578], [-4.072, -1.275, -4.338], [-4.947, -1.752, -5.252], [-4.119, 0.078, -4.425], [-2.067, -1.264, -5.679], [-1.857, -1.423, -3.537], [-1.908, -4.787, -5.678], [-1.361, -3.295, -6.363], [-2.651, -2.751, -8.606], [-4.429, -1.569, -3.349]]}

=====

{"formula": "C17H32NO2P2Sn", "method": "ωB97M-V/def2-TZVPD", "energy_ev": -48131.2225, "e_lumo_ev": -3.075, "homo_energy_ev": -10.07, "charge": 1, "gap_ev": 6.993, "species": ["Sn", "P", "C", "C", "N", "C", "C", "C", "C", "C", "P", "H", "H", "H", "H", "H", "H", "H", "H", "O", "H", "H", "O", "H", "C", "H", "H", "H", "C", "H", "H", "H", "C", "H", "H", "H", "C", "H", "H", "H", "C", "C", "C", "C", "C", "C", "H", "H", "H", "H", "H", "H", "H", "H", "H"], "coordinates": [[0.000, 0.000, 0.000], [-2.256, 0.427, -0.392], [-2.120, 0.817, -2.152], [-0.841, 1.347, -2.643], [0.249, 1.067, -1.890], [1.474, 1.461, -2.318], [1.646, 2.185, -3.500], [0.515, 2.492, -4.264], [-0.747, 2.066, -3.836], [2.650, 1.088, -1.419], [2.251, -0.417, -0.334], [-1.627, 2.282, -4.423], [2.629, 2.500, -3.819], [0.617, 3.049, -5.185], [3.546, 0.891, -2.009], [2.863, 1.936, -0.768], [-2.268, -1.215, -4.017], [-3.028, 1.083, -2.672], [-0.707, -3.658, -2.595], [-2.047, -2.162, -4.333], [-2.719, -2.432, -5.027], [-0.277, -1.416, 0.466], [-0.186, -4.104, -1.818], [0.563, -3.486, -1.577], [2.792, -1.819, -1.471], [3.827, -1.682, -1.782], [2.710, -2.777, -0.956], [2.165, -1.846, -2.363], [3.623, -0.349, 0.952], [3.608, -1.252, 1.562], [4.597, -0.269, 0.470], [3.481, 0.514, 1.602], [-3.029, 1.892, 0.386], [-3.999, 2.105, -0.062], [-3.171, 1.724, 1.453], [-2.393, 2.769, 0.264], [-3.416, -0.980, -0.235], [-3.625, -1.180, 0.815], [-4.359, -0.765, -0.735], [-2.992, -1.886, -0.667], [1.258, -0.726, 5.323], [0.000, 0.000, 4.824], [-1.258, -0.726, 5.324], [0.000, 1.453, 5.324], [0.000, 0.000, 3.304], [0.000, 0.000, 2.000], [1.286, -0.742, 6.434], [2.176, -0.216, 4.957], [1.275, -1.776, 4.958], [-1.285, -0.742, 6.435], [-2.175, -0.216, 4.958], [-1.274, -1.776, 4.958], [0.901, 1.992, 4.958], [-0.901, 1.992, 4.958], [0.000, 1.484, 6.435]]}

=====

{"formula": "C6H14O", "method": "ωB97M-V/def2-TZVPD", "energy_ev": -8496.1165, "e_lumo_ev": 1.049, "homo_energy_ev": -9.98, "de_lowest_kj_mol": 74.86, "gap_ev": 11.027, "species": ["C", "C", "C", "C", "C", "C", "O", "H", "H", "H", "H", "H", "H", "H", "H", "H", "H", "H", "H", "H", "H"], "coordinates": [[1.961, 0.943, -2.345], [0.730, 1.244, -1.495], [0.586, 0.321, -0.285], [-0.573, 0.749, 0.622], [-0.695, -0.075, 1.872], [-1.829, -0.598, 2.339], [-1.146, -3.027, 0.303], [2.022, 1.619, -3.205], [1.939, -0.084, -2.726], [2.881, 1.062, -1.760], [0.779, 2.284, -1.142], [-0.175, 1.172, -2.114], [0.434, -0.719, -0.610], [1.522, 0.334, 0.292], [-1.518, 0.716, 0.063], [-0.419, 1.800, 0.910], [-1.242, -2.210, 0.814], [0.231, -0.230, 2.430], [-1.861, -1.167, 3.265], [-2.775, -0.458, 1.818], [-0.852, -3.676, 0.953]]}

=====

{"formula": "C12H25Cl10O4PS", "method": "ωB97M-V/def2-TZVPD", "energy_ev": -166389.7142, "e_lumo_ev": 0.065, "homo_energy_ev": -9.72, "gap_ev": 9.783, "species": ["C", "C", "O", "P", "O", "O", "O", "S", "H", "H", "H", "H", "H", "Cl", "C", "C", "Cl", "H", "H", "H", "H", "Cl", "C", "C", "Cl", "H", "H", "H", "H", "Cl", "C", "C", "Cl", "H", "H", "H", "H", "Cl", "C", "C", "Cl", "H", "H", "H", "H", "Cl", "C", "C", "Cl", "H", "H", "H", "H"], "coordinates": [[-1.128, -0.103, 1.854], [-2.177, 0.236, 1.117], [-1.975, 0.937, -0.103], [-1.677, 0.040, -1.370], [-2.441, 0.466, -2.547], [-1.993, -1.470, -0.994], [-0.094, 0.039, -1.594], [0.764, 1.415, -1.080], [-0.280, 0.574, 1.895], [-1.080, -1.051, 2.374], [-3.223, 0.113, 1.376], [-2.203, -1.941, -1.816], [1.738, 1.269, -1.987], [-5.595, 0.276, 1.408], [-5.357, -0.330, -0.259], [-6.595, -0.180, -1.101], [-7.910, -1.259, -0.565], [-5.042, -1.368, -0.191], [-4.550, 0.253, -0.702], [-6.362, -0.445, -2.131], [-6.969, 0.840, -1.078], [2.366, -2.477, 0.823], [2.639, -2.814, -0.908], [1.336, -3.015, -1.630], [0.500, -4.515, -1.149], [3.292, -3.680, -0.989], [3.153, -1.949, -1.324], [1.508, -3.081, -2.704], [0.663, -2.185, -1.437], [3.729, 0.102, 3.538], [5.123, -0.568, 2.656], [5.914, 0.501, 1.950], [5.002, 1.225, 0.596], [4.747, -1.312, 1.957], [5.755, -1.068, 3.388], [6.819, 0.068, 1.528], [6.193, 1.303, 2.628], [3.140, 3.586, 4.377], [2.257, 3.631, 5.923], [2.009, 2.252, 6.480], [0.851, 1.322, 5.494], [1.324, 4.164, 5.759], [2.867, 4.201, 6.622], [1.581, 2.336, 7.477], [2.930, 1.677, 6.542], [-0.461, -1.498, -5.611], [-0.934, 0.223, -5.695], [-2.045, 0.459, -6.683], [-1.520, 0.204, -8.370], [-0.048, 0.799, -5.948], [-1.270, 0.507, -4.698], [-2.382, 1.491, -6.606], [-2.888, -0.199, -6.493]]}